(1)
Below is C23H16Co2NO6 as an isolated structure, with properties calculated with ωB97M-V with the def2-TZVPD basis set.

ORCA input file:
```
! wB97M-V def2-TZVPD RIJCOSX def2/J DEFGRID3
* xyz -1 1
C -3.85399 -0.09122 -0.08002
N -2.57822 -0.79990 -0.02600
C -1.55088 -0.21777 0.47853
C -0.19596 -0.72579 0.28940
C 0.71296 -0.75212 1.36688
C 1.95109 -1.36415 1.19357
C 2.29637 -1.92274 -0.04698
C 1.39736 -1.87894 -1.12243
C 0.14678 -1.29162 -0.95563
H -4.24260 -0.14967 -1.10390
H -4.59362 -0.56916 0.57849
H -3.73684 0.96762 0.20189
H -1.66133 0.67590 1.12332
H 0.40042 -0.32521 2.32258
H 2.65170 -1.41265 2.02834
H 3.26775 -2.39939 -0.17716
H 1.65879 -2.30738 -2.09019
H -0.59582 -1.28677 -1.75663
O -6.70188 -2.60396 0.11296
C -6.16991 -3.63318 0.13701
Co -5.30973 -5.14436 0.13961
C -5.58971 -5.46097 1.85038
O -5.83447 -5.60949 2.96942
C -6.39972 -6.19565 -0.72755
O -7.20112 -6.85514 -1.23975
C -3.91099 -4.64292 -1.19767
C -4.32593 -3.86897 -2.35514
C -5.19244 -4.42717 -3.31854
C -5.65250 -3.64869 -4.37833
C -5.22075 -2.32371 -4.51599
C -4.30672 -1.78080 -3.60518
C -3.85592 -2.55105 -2.53134
C -2.71352 -4.43743 -0.43285
C -2.10626 -3.34164 0.04942
Co -3.13093 -6.13025 -0.63816
C -3.98658 -7.33825 -1.61809
O -4.47175 -8.17586 -2.25232
C -3.43904 -6.82576 1.03140
O -3.31309 -7.47862 1.97999
C -1.47773 -6.63990 -0.96331
O -0.40829 -7.01744 -1.19957
H -5.49505 -5.47232 -3.20772
H -6.34911 -4.08831 -5.09387
H -5.58910 -1.71432 -5.34192
H -3.93492 -0.76008 -3.71825
H -3.16758 -2.13270 -1.79326
H -1.11615 -3.39320 0.50597
H -2.66048 -2.39189 0.10495
*
```

As for the HOMO energy: -0.140 Ha. As for the HOMO-LUMO gap: 0.2353 Ha. The value obtained for the calculated total energy is -113137.09915 eV. As for the relative energy (zero: lowest compared OMol25 entry of this formula, charge and spin): 48.4 kJ/mol.

=====

(2)
Below is C23H16MoN3O6S as an isolated structure, with properties calculated with ωB97M-V with the def2-TZVPD basis set.

ORCA input file:
```
! wB97M-V def2-TZVPD RIJCOSX def2/J DEFGRID3
* xyz -1 1
Mo -0.21188 -1.43074 -1.15662
C -0.83838 -4.43661 2.09941
C -2.17932 -4.28475 2.42139
C -2.93291 -3.33158 1.76751
C -2.34548 -2.53618 0.77699
N -1.04730 -2.70503 0.47629
C -0.31638 -3.61432 1.12322
C -3.04811 -1.45302 0.04446
C -4.38728 -1.16104 0.31266
C -5.00663 -0.10919 -0.34712
C -4.27396 0.64796 -1.25619
C -2.94262 0.34635 -1.49563
C -2.27031 -0.70894 -0.86677
H -0.20448 -5.15721 2.59606
H -2.63254 -4.89970 3.18993
H -3.97299 -3.19222 2.02331
H 0.72439 -3.66393 0.83551
H -4.96254 -1.73343 1.03016
H -6.04608 0.12343 -0.14718
H -4.74823 1.47607 -1.77173
H -2.39352 0.95803 -2.20682
O 0.45960 0.05283 -2.50555
N 1.71993 0.07554 -2.94001
C 2.00078 1.02583 -3.85790
C 3.24920 1.16102 -4.39809
C 4.25358 0.28236 -3.97616
C 3.95904 -0.67364 -3.03884
C 2.66461 -0.80062 -2.48496
S 2.24448 -1.95696 -1.29160
H 1.14496 1.63986 -4.09620
H 3.42144 1.93907 -5.12668
H 5.25653 0.35119 -4.37622
H 4.70795 -1.36545 -2.68175
O -0.66651 -2.61392 -2.25103
O 0.61568 -0.86389 2.52458
C 0.61478 0.03052 1.68683
O 0.34504 -0.05833 0.45003
C 1.05055 1.42750 2.11505
C 1.38540 1.66067 3.44404
C 1.78951 2.92133 3.86613
C 1.86827 3.96578 2.95922
C 1.53200 3.70662 1.63816
C 1.12089 2.46351 1.19060
N 1.62385 4.81697 0.66881
O 1.95846 5.91357 1.08889
O 1.31411 4.59673 -0.48501
H 1.31675 0.82394 4.12686
H 2.04685 3.09602 4.90327
H 2.17954 4.96003 3.24129
H 0.85926 2.28798 0.15740
*
```

As for the HOMO energy: -0.138 Ha. As for the HOMO-LUMO gap: 0.2137 Ha. The value obtained for the calculated total energy is -53557.90051 eV. As for the relative energy (zero: lowest compared OMol25 entry of this formula, charge and spin): 0.0 kJ/mol.

=====

(3)
Below is C23H17Br4NO7W as an isolated structure, with properties calculated with ωB97M-V with the def2-TZVPD basis set.

ORCA input file:
```
! wB97M-V def2-TZVPD RIJCOSX def2/J DEFGRID3
* xyz 0 1
W -1.01769 -0.41619 0.87021
Br -2.01657 5.84351 3.03196
C -2.26351 4.16721 2.13804
C -3.07444 4.04362 0.98711
Br -3.85061 5.55610 0.14524
C -3.22591 2.86772 0.30796
Br -4.12594 2.40141 -1.23885
C -2.58608 1.71177 0.84324
O -2.59668 0.50277 0.21214
C -1.82665 1.83601 2.01830
O -1.21619 0.66963 2.39332
C -1.65151 3.05475 2.67222
Br -0.45881 2.84212 4.06273
O -2.02390 -6.35073 1.89245
C -1.71613 -5.25681 1.63909
C -2.41119 -4.36901 0.58336
O -3.29335 -4.66777 -0.17168
C -1.67892 -3.13377 0.76008
C -0.79997 -3.06931 1.80941
O -0.22101 -1.90530 1.98474
C -0.68511 -4.40877 2.40482
O 0.00274 -4.67800 3.35079
O -1.96344 -1.95861 0.18319
C 2.68118 0.50443 1.85920
C 2.53294 1.57746 0.79172
C 1.43122 2.60918 1.19590
C 2.40489 0.96419 -0.59911
C 3.58289 1.05503 -1.41646
C 3.71187 0.29373 -2.53427
C 2.69328 -0.56929 -2.91165
C 1.46772 -0.54687 -2.29828
C 0.31561 -1.22548 -3.01809
C -0.78064 -0.23713 -3.39509
C -0.21257 -2.48116 -2.20260
C 1.37269 0.15967 -1.07557
N 0.24476 0.00497 -0.24430
H 2.46800 0.84381 2.78961
H 3.73352 0.14700 1.97339
H 2.06582 -0.39559 1.71570
H 3.43233 2.20291 0.84015
H 0.50112 2.12942 1.35090
H 1.30160 3.34458 0.38608
H 1.61018 3.13753 2.13079
H 4.31619 1.77509 -1.02773
H 4.63449 0.38979 -3.07655
H 2.82857 -1.21778 -3.77573
H 0.76109 -1.53436 -3.93425
H -1.17077 0.37823 -2.53398
H -1.69071 -0.73404 -3.71564
H -0.44312 0.43608 -4.17789
H -1.11751 -2.21053 -1.66392
H 0.45385 -2.77154 -1.40617
H -0.42965 -3.31170 -2.90602
*
```

As for the HOMO energy: -0.337 Ha. As for the HOMO-LUMO gap: 0.2490 Ha. The value obtained for the calculated total energy is -321944.00109 eV. As for the relative energy (zero: lowest compared OMol25 entry of this formula, charge and spin): 59.5 kJ/mol.

=====

(4)
Below is a 14-piece molecular cluster, C23H17BrCl52N overall, with properties calculated with ωB97M-V with the def2-TZVPD basis set.

ORCA input file:
```
! wB97M-V def2-TZVPD RIJCOSX def2/J DEFGRID3
* xyz 1 1
C -1.94729 -1.02330 -3.07505
C -1.96131 -2.17951 -2.75959
C -1.81492 -3.60583 -2.49769
C -0.34114 -4.03182 -2.52455
N 0.62593 -3.11926 -3.17457
C 1.94607 -3.85426 -2.98941
C 1.75414 -4.77923 -1.77231
C 0.36372 -4.35280 -1.19965
C 0.25793 -3.09906 -0.30962
C 1.43213 -2.82582 0.62373
C 2.70001 -2.24867 -0.05791
Br 3.31520 -0.68944 0.93946
H -1.90970 -0.03672 -3.44686
H -2.37667 -4.15930 -3.24194
H -2.27492 -3.83981 -1.54159
H -0.32975 -4.88446 -3.20317
H 0.79469 -2.21616 -2.72061
H 0.43900 -2.84256 -4.13690
H 2.79883 -3.18608 -2.99338
H 2.07726 -4.36163 -3.94288
H 2.52554 -4.76648 -1.02069
H 1.54485 -5.75532 -2.19011
H -0.21986 -5.17895 -0.80508
H -0.60183 -3.25955 0.33226
H 0.01778 -2.19290 -0.86749
H 1.08961 -2.07459 1.32751
H 1.69789 -3.68095 1.23859
H 3.48343 -2.98949 0.02388
H 2.53145 -2.00369 -1.09962
C -3.07329 -1.73082 2.78058
Cl -4.54287 -2.71291 2.73911
Cl -3.36143 -0.24461 3.69208
Cl -1.76963 -2.64442 3.54990
Cl -2.60707 -1.30624 1.12046
C -4.09612 2.60296 0.18353
Cl -4.13493 4.28284 -0.34437
Cl -3.66280 1.56048 -1.18466
Cl -2.90198 2.40260 1.46898
Cl -5.69065 2.13659 0.78788
C 2.12768 -2.92204 5.41313
Cl 2.42572 -1.88480 4.01346
Cl 0.60598 -3.79151 5.15082
Cl 3.44956 -4.07860 5.58897
Cl 2.00151 -1.93771 6.87043
C 3.58488 3.53372 1.66587
Cl 2.83085 2.99733 0.15714
Cl 3.74765 2.15969 2.77132
Cl 5.17814 4.19779 1.31457
Cl 2.57579 4.77536 2.41531
C -4.73628 -3.71612 6.61423
Cl -4.88470 -2.11268 5.88093
Cl -3.09990 -4.34084 6.37275
Cl -5.06900 -3.61044 8.34458
Cl -5.89809 -4.80737 5.84801
C 8.81117 3.82447 -1.12434
Cl 7.79225 3.77396 -2.56780
Cl 10.38351 4.51288 -1.52991
Cl 8.02795 4.84554 0.10590
Cl 9.02711 2.18042 -0.51972
C 5.01276 7.13186 -2.15084
Cl 4.13234 8.36560 -3.06414
Cl 6.67202 7.67520 -1.88530
Cl 4.21700 6.87001 -0.59563
Cl 5.03297 5.61134 -3.05875
C 9.05099 2.31306 4.08865
Cl 8.48277 3.19878 2.66928
Cl 7.78669 2.30394 5.32564
Cl 9.43293 0.64829 3.62485
Cl 10.49943 3.09235 4.73050
C 1.31721 6.40275 -5.23508
Cl 0.43079 5.02510 -5.90986
Cl 1.79838 6.04286 -3.57531
Cl 2.76341 6.70644 -6.20074
Cl 0.28216 7.83371 -5.25369
C 5.36739 8.33531 -9.02574
Cl 5.57372 8.22734 -7.27149
Cl 3.64801 8.48412 -9.40688
Cl 6.23154 9.74948 -9.63309
Cl 6.01501 6.87567 -9.78357
C -7.26072 6.84645 -1.43006
Cl -8.22804 6.79198 -2.90708
Cl -5.63472 7.43461 -1.81156
Cl -8.02088 7.93310 -0.26468
Cl -7.14361 5.22494 -0.73846
C -7.67880 -5.91416 2.29767
Cl -6.04759 -6.49184 2.67094
Cl -7.64090 -4.16628 2.01628
Cl -8.27642 -6.72643 0.84707
Cl -8.74607 -6.27020 3.65754
C -11.94853 -8.05390 5.35562
Cl -12.45414 -7.10063 3.95597
Cl -13.21704 -8.02260 6.58214
Cl -11.64684 -9.72106 4.85680
Cl -10.46229 -7.36506 6.02905
*
```

As for the HOMO energy: -0.452 Ha. As for the HOMO-LUMO gap: 0.3441 Ha. The value obtained for the calculated total energy is -746812.80846 eV. As for the relative energy (zero: lowest compared OMol25 entry of this formula, charge and spin): 0.0 kJ/mol.